one.
Below is a structure of composition C17H20Cl5N8O7S4Ta, with properties calculated with wB97M-V/def2-TZVPD.

Spin multiplicity: 1
HOMO energy (eV): -7.94
LUMO (eV): -0.3650
Gap between HOMO and LUMO (eV): 7.579

XYZ file:
```
62
Properties=species:S:1:pos:R:3:lowdin_charge:R:1
Ta 0.9745 0.0880 -0.0509 1.751
Cl -1.0492 5.7927 3.9158 0.681
C -0.5148 4.2567 3.3501 -0.702
C -1.1729 3.6371 2.2942 -0.690
Cl -2.5315 4.3693 1.5330 0.704
C -0.7244 2.4017 1.8613 -0.563
Cl -1.4822 1.5332 0.5766 0.787
C 0.3893 1.7661 2.4088 -0.464
O 0.7904 0.6007 1.9151 -0.346
C 1.0080 2.3758 3.5002 -0.613
Cl 2.3034 1.5471 4.2655 0.755
C 0.5678 3.6140 3.9547 -0.682
Cl 1.3666 4.3605 5.2824 0.696
N -1.2796 -1.2058 2.4063 0.027
N -2.1066 -2.1816 1.8877 -0.072
C -2.2600 -2.3293 0.5642 -0.798
N -3.1316 -3.2898 0.1924 0.088
S -1.4498 -1.4776 -0.6438 0.692
H -0.4852 -1.5881 2.9015 0.090
H -1.7921 -0.5334 2.9590 0.102
H -2.6010 -2.8100 2.5062 0.151
H -3.7818 -3.6977 0.8423 0.108
H -3.2998 -3.4009 -0.7917 0.092
N -1.0192 2.4141 -2.1659 -0.065
N -0.6798 1.0155 -2.2727 -0.122
H -1.0150 2.8144 -3.0998 0.077
H -0.2404 2.8560 -1.6848 0.037
H 0.0172 0.9058 -2.9992 0.041
H -1.5276 0.5394 -2.5628 0.054
N 8.3351 2.4955 -3.5246 0.100
C 6.9689 2.2828 -3.6001 -0.314
C 6.0824 3.3619 -3.5848 -0.018
C 4.7188 3.1491 -3.6036 -0.060
C 4.2280 1.8541 -3.6535 -0.315
C 5.0929 0.7688 -3.6729 -0.052
C 6.4556 0.9823 -3.6426 -0.023
S 2.4992 1.6016 -3.7351 0.605
O 2.2499 0.8661 -4.9568 -0.354
O 1.8273 2.8558 -3.5511 -0.289
N 2.0340 0.6277 -2.4984 -0.180
C 1.8994 -0.6708 -2.6699 -0.709
S 2.3069 -1.7136 -4.0104 1.087
C 1.7434 -3.0816 -3.0878 -0.374
C 1.2471 -2.7056 -1.9066 -0.280
N 1.3158 -1.3423 -1.6589 -0.212
H 8.6723 3.3994 -3.8066 0.090
H 8.9283 1.7295 -3.7927 0.088
H 6.4718 4.3722 -3.5392 0.113
H 4.0236 3.9758 -3.5604 0.118
H 4.7098 -0.2432 -3.7195 0.086
H 7.1370 0.1396 -3.6538 0.111
H 1.7794 -4.0775 -3.4966 0.067
H 0.8157 -3.3445 -1.1545 0.091
O 1.2381 2.0823 -0.1987 -0.470
S 2.7600 1.9904 0.0773 0.418
O 3.5421 2.5202 -0.9814 -0.225
O 2.8515 0.4022 0.0874 -0.403
O 3.0445 2.4663 1.3901 -0.249
C 1.4356 -1.8122 1.0775 -0.258
H 0.6661 -2.5877 1.0477 -0.020
H 1.6768 -1.5806 2.1162 0.006
H 2.3469 -2.2330 0.6407 0.011
```


two.
Below is a structure of composition C17H20Cl5N8O7S4Ta, with properties calculated with wB97M-V/def2-TZVPD.

Spin multiplicity: 1
HOMO energy (eV): -7.90
LUMO (eV): -0.5358
Gap between HOMO and LUMO (eV): 7.367

XYZ file:
```
62
Properties=species:S:1:pos:R:3:lowdin_charge:R:1
Ta -0.9600 0.0192 -1.9836 1.666
Cl -1.7565 -0.1028 5.4212 0.702
C -1.5507 0.1885 3.7435 -0.712
C -1.1011 -0.8349 2.9046 -0.682
Cl -0.7779 -2.4022 3.5270 0.727
C -0.9384 -0.5868 1.5504 -0.549
Cl -0.3774 -1.8027 0.4622 0.851
C -1.2360 0.6665 1.0110 -0.417
O -1.0905 0.8970 -0.2845 -0.420
C -1.6899 1.6773 1.8497 -0.596
Cl -2.0693 3.2054 1.1518 0.733
C -1.8362 1.4432 3.2123 -0.702
Cl -2.3585 2.7160 4.2437 0.696
N -2.7473 1.3862 -2.5184 -0.049
N -2.5238 2.6039 -3.1861 -0.041
C -1.3526 3.2574 -2.9839 -0.800
N -1.3046 4.4994 -3.5133 0.112
S -0.0880 2.5713 -2.1639 0.850
H -3.3888 0.8069 -3.0688 0.119
H -3.1959 1.5710 -1.6191 0.122
H -3.2439 2.9484 -3.7998 0.161
H -2.1476 5.0289 -3.6601 0.111
H -0.4589 5.0208 -3.3531 0.105
N -0.5004 -4.9425 -0.4954 -0.072
N 0.4978 -4.0736 -1.0427 -0.129
H -0.4399 -5.8736 -0.8950 0.061
H -1.4029 -4.5490 -0.7432 0.020
H 0.7071 -4.2828 -2.0141 0.064
H 1.3441 -4.2021 -0.5013 0.060
N 1.6658 -0.7413 5.9654 0.106
C 1.9033 -0.1558 4.7368 -0.339
C 1.5195 1.1620 4.4801 -0.041
C 1.7500 1.7322 3.2374 -0.050
C 2.3618 0.9905 2.2413 -0.295
C 2.7319 -0.3292 2.4796 -0.057
C 2.4984 -0.9016 3.7101 -0.039
S 2.7248 1.6954 0.6723 0.583
O 4.0803 1.3283 0.3198 -0.369
O 2.3600 3.0842 0.7072 -0.301
N 1.6786 0.9053 -0.2599 -0.127
C 2.0283 0.0780 -1.1914 -0.697
S 3.6389 -0.4554 -1.6376 1.078
C 2.9485 -1.5381 -2.8133 -0.383
C 1.6195 -1.4468 -2.8551 -0.270
N 1.0670 -0.5213 -1.9627 -0.196
H 1.4794 -0.1227 6.7359 0.091
H 2.2293 -1.5388 6.2046 0.093
H 1.0465 1.7448 5.2626 0.112
H 1.4756 2.7595 3.0378 0.117
H 3.2147 -0.9019 1.6971 0.115
H 2.7801 -1.9311 3.8949 0.114
H 3.5710 -2.1805 -3.4120 0.067
H 0.9589 -2.0187 -3.4842 0.096
O -1.3545 -1.7598 -2.8214 -0.473
S -2.8190 -1.9989 -2.2969 0.376
O -2.9098 -3.2700 -1.6639 -0.261
O -2.7596 -0.8399 -1.2685 -0.460
O -3.7539 -1.6734 -3.3341 -0.280
C -0.5062 0.4771 -4.1151 -0.294
H 0.3264 1.1599 -4.2488 -0.018
H -1.3472 0.8344 -4.7160 0.013
H -0.2201 -0.4810 -4.5532 -0.002
```


Which one sits at the bottom of the stability order? one does.


one.
Below is an isolated molecule of C5H6OS2, with properties calculated with wB97M-V/def2-TZVPD.

Spin multiplicity: 1
HOMO energy (eV): -8.58
LUMO (eV): 0.5869
Gap between HOMO and LUMO (eV): 9.170

XYZ file:
```
14
Properties=species:S:1:pos:R:3:lowdin_charge:R:1
C -0.0178 1.5664 -0.0957 -0.104
C 0.0100 0.1812 -0.0280 -0.385
C 1.0994 -0.6803 -0.1110 -0.538
S 2.8758 -0.2203 -0.3400 0.697
C 0.5450 -1.9625 -0.1662 -0.101
O -0.8387 -1.9267 -0.1172 -0.030
C -1.1308 -0.6130 0.0336 -0.630
S -2.7407 -0.1011 -0.3900 0.850
H -0.9470 1.9482 0.0503 0.016
H 0.5146 2.0332 0.7823 0.112
H 0.2193 2.1203 -1.0729 0.136
H 2.8600 0.9092 0.6512 -0.049
H 0.9971 -3.0062 0.0619 0.159
H -3.4461 -0.2485 0.7416 -0.131
```


two.
Below is a structure of composition C5H6OS2, with properties calculated with wB97M-V/def2-TZVPD.

Spin multiplicity: 1
HOMO energy (eV): -9.16
LUMO (eV): 0.5587
Gap between HOMO and LUMO (eV): 9.722

XYZ file:
```
14
Properties=species:S:1:pos:R:3:lowdin_charge:R:1
C 0.0196 1.0346 -0.2770 -0.689
C 0.7303 0.2849 0.9312 -0.367
C -1.1303 -0.0681 -0.0903 -0.361
C -0.4651 -1.3288 -0.0674 -0.424
C 0.8243 -1.2036 0.4285 -0.259
H 0.1071 2.5680 -1.8241 -0.101
H -0.3464 1.9340 0.0701 0.030
H 1.6394 0.7488 1.4030 0.124
H -1.9660 0.1447 -0.5338 0.060
H -1.0364 -2.1841 -0.1174 0.139
H 1.1338 -2.0433 1.0837 0.165
O 0.6310 -1.5304 -0.9521 0.009
S 0.8434 1.3857 -1.8447 0.757
S -0.9846 0.2574 1.7903 0.917
```


Which one sits at the bottom of the stability order? two does.


one.
Below is a cluster of 2 separate species, C2H8NS2 in total, with properties calculated with wB97M-V/def2-TZVPD.

Spin multiplicity: 1
HOMO energy (eV): -13.44
LUMO (eV): -4.6801
Gap between HOMO and LUMO (eV): 8.757
Charge: +1

XYZ file:
```
13
Properties=species:S:1:pos:R:3:lowdin_charge:R:1
C 1.3126 0.2157 -0.8187 -0.023
C 0.6796 -0.3457 0.4480 -0.688
N 0.4570 0.3899 1.4894 0.128
S 0.4781 -2.0871 0.4905 0.960
S -2.4952 0.5710 -0.0572 0.600
H 1.2989 -0.6050 -1.4107 0.020
H 0.8633 1.1219 -1.0395 0.077
H 2.3874 0.3257 -0.7524 0.120
H 0.0833 0.0607 2.4157 0.166
H -3.1964 1.4924 -0.6618 -0.198
H 0.4204 1.4572 1.5672 0.193
H 0.6590 -2.3634 -0.8000 -0.080
H -2.9479 -0.2332 -0.8707 -0.276
```


two.
Below is a cluster of 2 separate species, C2H8NS2 in total, with properties calculated with wB97M-V/def2-TZVPD.

Spin multiplicity: 1
HOMO energy (alpha / beta) (eV): -12.80 / -14.02
LUMO (alpha / beta) (eV): -6.9045 / -4.6054
Gap between HOMO and LUMO (alpha / beta) (eV): 5.891 / 9.415
Charge: +1

XYZ file:
```
13
Properties=species:S:1:pos:R:3:lowdin_charge:R:1
C 0.3768 -1.2501 0.7962 -0.122
C 0.4290 0.6840 -1.9889 0.076
N -0.2336 0.0937 0.6629 -0.924
S 0.6439 1.4655 1.2502 0.889
S -1.9370 0.2571 0.6069 0.877
H 1.3255 -1.2024 0.1797 0.113
H 0.6587 -1.4121 1.8904 0.130
H -0.3509 -1.9097 0.3874 0.061
H -0.4003 1.4095 -2.0035 0.013
H 1.3210 0.8039 -1.2130 0.004
H 0.6599 -0.1784 -2.6874 0.036
H -0.3104 2.3503 1.4748 -0.107
H -2.1826 -1.1112 0.6445 -0.047
```


three.
Below is the ion C2H8NS2 with charge +1, with properties calculated with wB97M-V/def2-TZVPD.

Spin multiplicity: 1
HOMO energy (eV): -13.53
LUMO (eV): -3.6941
Gap between HOMO and LUMO (eV): 9.838
Charge: +1

XYZ file:
```
13
Properties=species:S:1:pos:R:3:lowdin_charge:R:1
C -1.1714 -0.2078 0.9608 -0.105
C 0.0825 0.2292 0.2381 -0.656
N 0.2515 -0.4605 -1.1112 0.156
S -0.1205 2.0445 -0.0929 0.523
S 1.7546 2.3860 -0.7826 0.332
H -2.0285 0.3232 0.5676 0.084
H -0.9843 0.0193 1.9714 0.085
H -1.3731 -1.2155 0.9809 0.066
H 0.9601 -0.0004 0.8729 0.130
H 0.7366 -1.3686 -1.0368 0.183
H -0.6396 -0.6537 -1.6536 0.205
H 0.8008 0.0617 -1.7370 0.080
H 2.3147 3.1800 0.2877 -0.083
```


Which one sits at the bottom of the stability order? two does.


one.
Below is a cluster of 2 separate species, C4H6FNO2 in total, with properties calculated with wB97M-V/def2-TZVPD.

Spin multiplicity: 1
HOMO energy (alpha / beta) (eV): -9.75 / -9.23
LUMO (alpha / beta) (eV): -0.6747 / -0.5711
Gap between HOMO and LUMO (alpha / beta) (eV): 9.071 / 8.661

XYZ file:
```
14
Properties=species:S:1:pos:R:3:lowdin_charge:R:1
C 0.3568 -0.1546 0.8580 -0.041
C 0.4226 0.6111 -0.1695 0.080
C -0.7995 0.4518 -1.0732 -0.109
C -0.8506 -1.0075 0.7601 -0.569
N 2.1902 2.5966 -0.3275 0.115
O -1.4288 -0.6884 -0.4216 -0.045
O -0.7816 -2.3250 0.9683 0.032
F 3.4390 2.2375 0.1511 -0.151
H 0.9567 -0.3180 1.7035 0.108
H -1.5331 1.1426 -0.8581 0.094
H -0.6623 0.3785 -2.1169 0.104
H -1.4377 -0.6499 1.6232 0.163
H 2.3763 2.5326 -1.3274 0.035
H -0.6545 -2.8840 0.0941 0.183
```


two.
Below is an isolated molecule of C4H6FNO2, with properties calculated with wB97M-V/def2-TZVPD.

Spin multiplicity: 1
HOMO energy (eV): -9.81
LUMO (eV): 0.6779
Gap between HOMO and LUMO (eV): 10.492

XYZ file:
```
14
Properties=species:S:1:pos:R:3:lowdin_charge:R:1
O -2.3264 0.0523 0.5285 -0.086
C -1.5895 -0.3383 -0.6532 -0.170
C -0.1376 -0.4580 -0.4347 -0.239
N 0.6909 -1.4789 -0.4785 0.145
O 1.9319 -1.0912 -0.0589 -0.114
C 1.8897 0.2971 0.3833 -0.078
C 0.4839 0.6736 0.1458 -0.256
F 0.5835 1.9346 -0.5909 -0.040
H -2.4015 -0.7254 1.1745 0.133
H -1.7875 0.4954 -1.2592 0.115
H -2.0230 -1.2665 -0.9927 0.125
H 2.5434 0.8379 -0.3085 0.138
H 2.2544 0.2129 1.4255 0.143
H -0.1122 0.8545 1.1191 0.184
```


Which one sits at the bottom of the stability order? one does.